# 1
Formula: C7H7ClN2S
Source: the OMol25 dataset
Level of theory: ωB97M-V/def2-TZVPD

```
18
Properties=species:S:1:pos:R:3:mulliken_charge:R:1
C -2.16 -1.51 0.25 -0.67
C -1.80 0.98 0.19 -0.39
C -0.91 -1.16 -0.08 0.19
C -0.64 0.24 -0.10 0.52
C 0.11 -2.13 -0.36 -0.28
C 1.87 -0.59 -0.51 0.18
C 0.85 2.12 0.22 -1.14
N 1.36 -1.88 -0.44 -0.51
N 0.55 0.84 -0.43 -0.25
S -3.15 -0.12 0.45 -0.17
Cl 3.10 -0.33 0.73 -0.18
H -2.53 -2.47 0.37 0.53
H -1.91 2.01 0.54 0.39
H -0.08 -3.23 -0.44 0.35
H 2.38 -0.29 -1.44 0.30
H 0.41 2.24 1.13 0.44
H 1.93 2.30 0.35 0.33
H 0.63 2.99 -0.43 0.34
```

Values from the calculation:
Energy above the lowest of the compared OMol25 structures with the same formula, charge and spin in kcal per mole: 64.4



# 2
Formula: C6H15F3N4O2
Source: the OMol25 dataset
Level of theory: ωB97M-V/def2-TZVPD

```
30
Properties=species:S:1:pos:R:3:mulliken_charge:R:1
C -2.91 0.48 -0.05 0.80
C 3.40 -0.20 1.14 -0.80
C 2.79 -0.47 -1.31 -0.58
C -5.25 -0.05 0.07 -0.67
C 1.09 -0.31 0.49 -0.92
C 0.41 -1.57 0.03 1.02
N -1.85 0.75 -0.86 0.30
N -0.75 1.23 -0.31 -0.65
N 2.42 1.63 -0.24 -0.62
N 2.40 0.17 0.03 0.47
O -2.92 0.75 1.19 -0.43
O -3.98 0.06 -0.59 -0.27
F -0.81 -1.57 0.64 -0.24
F 0.10 -1.50 -1.29 -0.26
F 1.09 -2.68 0.27 -0.21
H 3.31 0.59 2.00 0.34
H 3.26 -1.14 1.62 0.39
H 4.47 -0.25 0.78 0.38
H 3.29 -1.44 -0.97 0.38
H 1.81 -0.59 -1.94 0.29
H 3.46 0.33 -1.80 0.29
H -5.94 0.72 -0.34 0.31
H -5.33 -0.04 1.18 0.33
H -5.68 -1.04 -0.05 0.31
H 1.00 -0.30 1.50 0.56
H -1.92 0.41 -1.78 0.27
H -0.19 1.41 -1.14 0.29
H 2.00 2.05 0.54 0.26
H 3.32 1.86 -0.63 0.26
H -2.09 0.70 1.82 0.43
```

Values from the calculation:
⟨S²⟩: 2.01
E_tot in Ha: -905.87103
Multiplicity: 3
Charge: +2



# 3
Formula: C4H4O2S
Source: the OMol25 dataset
Level of theory: ωB97M-V/def2-TZVPD

```
11
Properties=species:S:1:pos:R:3:mulliken_charge:R:1
C -0.83 0.82 0.09 -0.54
C 0.22 -0.11 0.26 0.52
C -1.41 -0.53 -1.64 0.63
C 1.44 -0.01 1.13 -0.98
O -2.03 -0.93 -2.60 -0.51
O -1.74 0.49 -0.85 -0.30
S 0.05 -1.32 -1.01 -0.16
H -1.13 1.55 0.69 0.49
H 2.37 -0.32 0.59 0.31
H 1.26 -0.72 2.03 0.26
H 1.79 1.08 1.30 0.29
```

Values from the calculation:
SMILES string: Cc1coc(=O)s1
Energy above the lowest of the compared OMol25 structures with the same formula, charge and spin in kcal per mole: 21.5



# 4
Formula: C2H5N5O3
Source: the OMol25 dataset
Level of theory: ωB97M-V/def2-TZVPD

```
15
Properties=species:S:1:pos:R:3:mulliken_charge:R:1
C -0.83 0.97 -0.14 0.59
C 0.50 -0.66 0.99 0.61
N -0.79 2.11 0.42 -0.71
N -1.69 0.26 -0.86 -0.40
N 1.75 -0.94 1.43 -0.36
N 0.36 0.22 -0.14 -0.08
N 1.41 0.65 -0.97 0.94
O -0.47 -1.10 1.56 -0.59
O 1.26 1.57 -1.73 -0.55
O 2.40 -0.05 -0.85 -0.70
H 0.13 2.47 0.74 0.26
H -2.68 0.36 -0.93 0.25
H -1.52 -0.68 -0.76 0.21
H 2.61 -0.63 0.95 0.25
H 1.78 -1.72 2.04 0.26
```

Values from the calculation:
SMILES string: [H]/N=C(/N)N(C(N)=O)[N+](=O)[O-]
Energy above the lowest of the compared OMol25 structures with the same formula, charge and spin in kcal per mole: 0.0



Summary of M in g/mol
186.67, 232.21, 116.14, 147.09
(order as listed above)